{
  "formula": "C32H23ClCsIN8O",
  "method": "wB97M-V/def2-TZVPD",
  "symbols": ["Cs", "N", "C", "N", "C", "N", "N", "C", "C", "C", "C", "C", "C", "N", "C", "C", "C", "C", "C", "C", "H", "H", "H", "H", "H", "H", "H", "H", "H", "H", "H", "N", "C", "C", "C", "C", "C", "C", "C", "C", "N", "C", "H", "H", "H", "H", "H", "H", "H", "H", "Cl", "C", "C", "C", "I", "C", "O", "C", "N", "C", "C", "C", "C", "H", "H", "H", "H"],
  "coordinates": [[0.567, 0.584, -0.053], [0.404, -4.237, 1.684], [0.533, -3.025, 1.119], [0.955, -1.959, 1.721], [1.289, -2.039, 3.059], [1.631, -1.012, 3.776], [1.597, 0.185, 3.087], [1.956, 1.173, 3.802], [1.982, 2.553, 3.285], [2.397, 3.576, 4.135], [2.427, 4.878, 3.666], [2.042, 5.123, 2.359], [1.642, 4.043, 1.584], [1.609, 2.790, 2.021], [1.251, -3.351, 3.723], [1.644, -3.539, 5.051], [1.568, -4.785, 5.633], [1.091, -5.872, 4.897], [0.699, -5.712, 3.586], [0.783, -4.449, 3.001], [0.047, -4.988, 1.111], [0.231, -2.940, 0.077], [2.257, 1.023, 4.841], [2.689, 3.342, 5.151], [2.744, 5.686, 4.311], [2.046, 6.121, 1.943], [1.328, 4.195, 0.554], [2.003, -2.680, 5.600], [1.874, -4.923, 6.661], [1.029, -6.850, 5.357], [0.328, -6.549, 3.007], [3.078, 2.310, -2.143], [2.419, 2.245, -3.359], [3.012, 1.811, -4.518], [2.268, 1.691, -5.708], [0.939, 1.994, -5.751], [0.295, 2.449, -4.576], [-1.079, 2.772, -4.523], [-1.630, 3.200, -3.353], [-0.802, 3.314, -2.217], [0.475, 3.027, -2.220], [1.032, 2.589, -3.382], [4.079, 2.409, -2.180], [2.629, 2.911, -1.468], [4.061, 1.544, -4.512], [2.770, 1.340, -6.600], [0.366, 1.886, -6.663], [-1.682, 2.666, -5.417], [-2.681, 3.442, -3.280], [-1.217, 3.657, -1.274], [-6.325, -3.159, -2.265], [-4.660, -2.726, -1.960], [-3.700, -3.695, -1.987], [-2.359, -3.375, -1.748], [-0.952, -4.921, -1.785], [-1.895, -2.075, -1.480], [-0.683, -1.781, -1.280], [-2.955, -1.056, -1.426], [-2.572, 0.207, -1.119], [-3.483, 1.147, -1.047], [-4.849, 0.927, -1.282], [-5.259, -0.337, -1.594], [-4.315, -1.383, -1.669], [-3.979, -4.719, -2.196], [-3.134, 2.143, -0.784], [-5.554, 1.745, -1.209], [-6.302, -0.556, -1.777]],
  "spin_multiplicity": 1,
  "relative_energy_ev": 0.134,
  "total_charge": 0,
  "energy_ha": -2524.6312
}